ORCA calculation (ωB97M-V/def2-TZVPD) on a molecular structure, C13H16AuBr2N3S2.

Values from the calculation:
Frontier orbital gap (spin up / spin down): 0.293 / 0.223 Eh
Total charge: +2
Energy above the lowest of the compared OMol25 structures with the same formula, charge and spin: 2.118 eV
Lowest unoccupied orbital energy (spin up / spin down): -5.36 / -7.90 eV
Multiplicity: 3
HOMO energy (spin up / spin down): -13.33 / -13.97 eV

Each line ends with the Mulliken charge.
Geometry (Å):
Au (1.82644, -2.04760, -2.01298)  0.3237
Br (4.68397, -0.05701, -0.28525)  -0.0052
C (5.27850, -1.31996, -1.57650)  -0.5455
Br (4.10897, -2.89578, -1.71523)  0.0307
H (6.23639, -1.73499, -1.28782)  0.3526
H (5.29954, -0.86656, -2.55843)  0.3883
C (0.13074, -4.09360, -3.48931)  -1.7221
C (-0.72550, -2.89318, -3.22840)  1.4059
C (-2.05850, -2.89621, -3.68192)  -0.7720
C (-2.84610, -1.81395, -3.45648)  -0.6345
C (-2.32446, -0.69700, -2.76947)  1.4060
C (-3.12863, 0.43776, -2.52805)  -0.8385
C (-2.62428, 1.51729, -1.86548)  -0.7993
C (-1.29330, 1.48844, -1.42601)  -0.5300
C (-0.48599, 0.39789, -1.63583)  0.4958
S (1.17221, 0.94728, 0.80651)  -0.1125
C (-0.98204, -0.73973, -2.32926)  0.0740
N (-0.21033, -1.85460, -2.57422)  -0.5873
H (-0.42307, -4.85358, -4.03434)  0.3697
H (0.47421, -4.52799, -2.54866)  0.3608
H (1.00513, -3.81710, -4.08128)  0.3676
H (-2.42984, -3.76425, -4.20595)  0.3478
H (-3.87328, -1.79150, -3.79829)  0.4482
H (-4.15013, 0.43174, -2.88593)  0.3956
H (-3.23129, 2.39417, -1.69030)  0.4125
H (-0.88300, 2.34885, -0.91289)  0.4141
C (0.58123, 3.63169, 7.41653)  -0.8311
N (-0.56976, 3.88516, 6.51431)  -0.1103
C (-0.74781, 3.32326, 5.38014)  0.4061
N (-0.20945, 2.31073, 4.77823)  -0.2569
S (1.20577, 0.50462, -1.09815)  -0.0370
H (0.73838, 4.52197, 8.01666)  0.3237
H (1.46636, 3.44245, 6.81407)  0.3337
H (0.36095, 2.78362, 8.06174)  0.3343
H (-1.27045, 4.55410, 6.81419)  0.2975
H (0.27930, 1.57742, 5.28352)  0.2612
H (-0.38091, 2.16617, 3.79053)  0.2330

=====

ORCA calculation (ωB97M-V/def2-TZVPD) on a molecular structure, C33H54Br3Cl2F4IK2MgN2O7P2.

Values from the calculation:
Frontier orbital gap: 0.070 Eh
Lowest unoccupied orbital energy: -2.99 eV
HOMO energy: -4.91 eV

Each line ends with the Mulliken charge.
Geometry (Å):
C (0.55148, -2.92524, 3.58325)  -1.0624
C (0.74520, -1.55789, 3.60142)  0.0178
C (1.64518, -0.79506, 2.56742)  -1.3376
N (0.87120, -0.14284, 1.46678)  1.9378
C (0.14555, -1.14977, 0.67531)  -1.2399
C (0.81298, -1.09285, -0.78356)  -0.2500
C (0.00360, -1.86782, -1.89858)  0.5499
C (0.82216, -3.19724, -2.24874)  -1.5899
C (-0.04301, -0.88779, -3.15730)  -1.0822
C (-0.61029, -1.59373, -4.51590)  -1.1473
C (-2.21475, -1.42243, -4.74688)  -0.6934
C (-3.03002, -0.35115, -4.15408)  0.9468
C (-4.03313, -0.83119, -3.04602)  -0.9927
C (-2.84945, 1.19391, -4.62356)  0.0776
C (0.01694, 0.94049, 1.96323)  -0.3126
C (-0.88317, 1.63226, 0.88077)  -0.6494
O (-2.25987, 1.32324, 1.25933)  -0.4304
C (-3.14936, 2.28121, 0.76166)  0.3299
C (-3.75100, 2.01715, -0.56421)  -0.1524
C (-4.73001, 2.96947, -1.12051)  -0.0899
C (-5.14940, 4.18305, -0.38710)  -0.5571
C (-4.52817, 4.44567, 0.92246)  -0.6254
C (-3.54516, 3.49222, 1.48918)  -0.3195
C (0.99661, 2.05995, 2.56627)  0.3446
C (1.90143, 2.73807, 1.44746)  -1.3202
P (0.00883, 3.47855, 3.36460)  0.6038
O (0.89226, 4.35405, 4.20912)  -0.7399
N (1.88954, 1.54741, 3.65019)  0.2685
C (2.53671, 0.22933, 3.36124)  -0.8271
C (2.93306, -0.37489, 4.83688)  -0.8160
C (4.16216, 0.43638, 5.48198)  -0.8215
C (5.47161, -0.43104, 5.57063)  -0.9956
I (6.95365, 0.59606, 6.82765)  -0.0379
C (3.92225, 0.35407, 2.53301)  -1.7275
O (3.72344, 0.23960, 1.09912)  -0.3013
C (4.54376, -0.65372, 0.43909)  0.8890
F (4.15303, -0.60524, -0.89454)  -0.1552
F (4.40109, -1.95426, 0.82364)  -0.2443
F (5.85318, -0.27603, 0.48869)  -0.2731
H (-0.50865, -3.30555, 3.58234)  0.1625
H (1.40162, -3.65277, 3.58023)  0.2169
H (0.19341, -0.97773, 4.38580)  0.2549
H (2.28193, -1.57052, 2.06799)  1.1625
H (0.33410, -2.20952, 1.02209)  0.3610
H (-0.97157, -1.03199, 0.65661)  0.2422
H (1.79101, -1.64478, -0.65299)  0.1326
H (1.09942, -0.04376, -1.06442)  0.1800
H (-1.01395, -2.18117, -1.54585)  0.3521
H (1.35821, -3.61822, -1.36151)  0.3823
H (1.58587, -2.97286, -3.05155)  0.3466
H (0.16094, -3.99907, -2.68795)  0.3500
H (1.06885, -0.52431, -3.29791)  1.0131
H (-0.64902, 0.04114, -2.80388)  -0.1099
H (-0.34909, -2.67054, -4.63031)  0.5218
H (-0.10116, -1.04701, -5.42791)  0.5292
H (-2.72102, -2.19832, -5.37035)  0.3659
H (-4.95110, -0.18981, -3.04300)  0.3474
H (-3.46844, -0.79054, -2.06874)  0.0661
H (-4.28046, -1.91113, -3.21927)  0.4344
H (-3.80698, 1.60136, -5.03635)  0.4754
H (-2.02660, 1.34482, -5.42169)  -0.0051
H (-2.54056, 1.84635, -3.72236)  -0.8841
H (-0.65774, 0.64660, 2.82900)  0.0831
H (-0.76089, 1.19762, -0.15711)  -0.6780
H (-0.72074, 2.73702, 0.76264)  0.6875
H (-3.43968, 1.09209, -1.10381)  0.2527
H (-5.17516, 2.71548, -2.11793)  0.2460
H (-5.91618, 4.85936, -0.83379)  0.3862
H (-4.85258, 5.35473, 1.47580)  0.3630
H (-3.12233, 3.73624, 2.49021)  0.3551
H (2.95079, 2.87308, 1.83988)  0.3363
H (1.97658, 2.12434, 0.50815)  0.0862
H (1.54251, 3.77939, 1.21292)  0.5987
H (-1.10543, 2.89806, 4.03870)  0.1358
H (-0.52428, 4.23691, 2.26883)  0.0943
H (2.61133, 2.24792, 3.89579)  0.9265
H (1.30662, 1.44417, 4.49944)  0.9376
H (2.07905, -0.23576, 5.58312)  0.4785
H (3.23433, -1.45320, 4.75164)  0.5166
H (4.31706, 1.43833, 4.98505)  0.3737
H (3.88374, 0.68618, 6.54893)  0.4959
H (5.20096, -1.38616, 6.09376)  0.4392
H (5.98092, -0.60657, 4.59672)  0.3781
H (4.66253, -0.40778, 2.87535)  0.7012
H (4.33819, 1.39501, 2.73409)  0.3195
Br (0.80363, -6.73501, 3.48222)  -0.1844
C (1.11288, -7.25674, 5.34273)  -0.5579
C (0.54895, -6.24157, 6.30197)  -0.6289
Br (1.68749, -4.66903, 6.41334)  -0.0626
H (2.18439, -7.40517, 5.45462)  0.3871
H (0.60432, -8.21463, 5.45247)  0.3455
H (0.52377, -6.64862, 7.31230)  0.3552
H (-0.44621, -5.89636, 6.02829)  0.3633
O (-4.09113, 6.59302, -3.11731)  -0.5093
P (-3.70573, 5.45873, -4.06069)  0.4803
O (-3.03586, 6.03382, -5.30556)  -0.5262
O (-4.95342, 4.66885, -4.45977)  -0.5409
O (-2.72066, 4.49949, -3.33669)  0.0701
K (0.02964, 0.72485, -4.57854)  0.6811
K (-0.60120, -6.31004, 1.55879)  0.9342
Mg (-1.51054, 3.25764, -2.75572)  0.4661
Cl (-3.50197, -0.71948, -8.17517)  -0.1683
C (-2.69065, 0.65349, -8.97196)  -0.4073
C (-1.55405, 0.20506, -9.86324)  -0.4404
Cl (-0.18230, -0.44858, -8.92971)  -0.1709
H (-2.34694, 1.33829, -8.19731)  0.2173
H (-3.44718, 1.16517, -9.56715)  0.3570
H (-1.17380, 1.05495, -10.43057)  0.3072
H (-1.87575, -0.55911, -10.56952)  0.3190
F (3.88968, -1.74242, 3.31791)  -0.7381
Br (5.57618, -0.87568, -2.74153)  -0.9332